1.
# C5H8N2

The molecule C5H8N2 at a distorted geometry (the ωB97M-V functional and the def2-TZVPD basis, the Open Molecules 2025 dataset).

Its largest force on an atom is 0.025 Eh/bohr. The value obtained for the orbital gap is 10.0 eV. The structure (SMILES) is Cc1ccn(C)n1. The value obtained for the relative energy (zero: lowest compared OMol25 entry of this formula, charge and spin) is 12.83 kcal/mol.

Structure (XYZ):
```
15
Properties=species:S:1:pos:R:3:forces:R:3
C 2.384 -0.612 0.004 0.08 -0.05 0.04
N 1.066 -0.026 -0.058 0.02 0.12 0.05
C 0.710 1.272 -0.192 -0.09 -0.18 0.16
C -0.661 1.317 -0.041 0.08 0.00 0.00
C -1.050 -0.031 0.188 -0.24 0.40 -0.61
C -2.443 -0.623 0.117 0.76 -0.26 0.97
N 0.016 -0.821 0.171 -0.32 -0.09 0.10
H 3.115 0.074 -0.426 -0.10 -0.06 0.06
H 2.378 -1.549 -0.558 0.03 0.17 0.07
H 2.639 -0.827 1.046 0.09 0.03 -0.14
H 1.450 2.042 -0.379 -0.18 -0.15 0.05
H -1.281 2.201 -0.119 0.04 -0.23 0.04
H -2.600 -0.902 -0.904 -0.38 -0.07 -0.67
H -3.238 0.043 0.455 0.22 0.04 -0.06
H -2.485 -1.558 0.696 0.00 0.34 -0.06
```
Forces are in eV/Å.

=====

2.
# C5H8N2

The molecule C5H8N2 at a distorted geometry (the ωB97M-V functional and the def2-TZVPD basis, the Open Molecules 2025 dataset).

Its largest force on an atom is 0.039 Eh/bohr. The value obtained for the orbital gap is 9.5 eV. The structure (SMILES) is CC1(C)N[C@H]1C#N. The value obtained for the relative energy (zero: lowest compared OMol25 entry of this formula, charge and spin) is 78.84 kcal/mol.

Structure (XYZ):
```
15
Properties=species:S:1:pos:R:3:forces:R:3
C 0.013 -1.447 -0.240 -0.08 0.04 -0.06
C 0.239 0.036 -0.042 -0.08 -0.02 0.14
C 1.419 0.367 0.852 -0.03 0.04 0.02
N 0.111 0.962 -1.182 0.33 0.14 -0.33
C -0.849 1.062 -0.123 0.53 0.53 -0.26
C -2.355 0.800 -0.504 0.68 -1.24 1.42
N -2.558 -0.080 0.248 -1.41 0.15 -0.63
H -0.201 -1.939 0.715 0.02 0.13 -0.13
H 0.921 -1.903 -0.654 -0.13 0.11 0.05
H -0.819 -1.657 -0.916 0.09 0.06 0.07
H 2.338 -0.075 0.447 -0.17 0.05 0.03
H 1.566 1.449 0.909 -0.03 -0.15 0.01
H 1.267 -0.026 1.864 0.00 0.04 -0.15
H -0.320 0.500 -1.979 0.13 0.04 0.03
H -0.829 1.918 0.542 0.16 0.07 -0.21
```
Forces are in eV/Å.

=====

3.
# C5H8N2

The molecule C5H8N2 at a distorted geometry (the ωB97M-V functional and the def2-TZVPD basis, the Open Molecules 2025 dataset).

Its largest force on an atom is 0.021 Eh/bohr. The value obtained for the orbital gap is 11.2 eV. The structure (SMILES) is N#C[C@H](N)C1CC1. The value obtained for the relative energy (zero: lowest compared OMol25 entry of this formula, charge and spin) is 29.36 kcal/mol.

Structure (XYZ):
```
15
Properties=species:S:1:pos:R:3:forces:R:3
N 1.742 -0.809 0.143 0.20 0.06 -0.07
C 0.780 0.244 0.444 -0.16 0.02 0.08
C 1.384 1.601 0.378 0.45 0.82 -0.05
N 1.918 2.626 0.307 -0.53 -0.92 0.07
C -0.421 0.160 -0.481 0.08 0.06 -0.07
C -1.811 0.227 0.088 -0.12 0.14 0.08
C -1.261 -1.078 -0.409 -0.03 -0.19 -0.02
H 2.584 -0.697 0.701 -0.09 -0.02 -0.06
H 2.022 -0.751 -0.832 -0.01 -0.03 0.08
H 0.441 0.099 1.477 0.03 0.02 -0.14
H -0.269 0.606 -1.462 -0.01 -0.09 0.16
H -1.913 0.362 1.162 0.05 -0.03 -0.18
H -2.579 0.725 -0.496 0.15 -0.09 0.08
H -1.650 -1.485 -1.338 0.05 0.09 0.14
H -0.967 -1.830 0.318 -0.05 0.15 -0.09
```
Forces are in eV/Å.

=====

4.
# C5H8N2

The molecule C5H8N2 at a distorted geometry (the ωB97M-V functional and the def2-TZVPD basis, the Open Molecules 2025 dataset).

Its largest force on an atom is 0.099 Eh/bohr. The value obtained for the orbital gap is 9.3 eV. The structure (SMILES) is C=C/C=N\N1CC1. The value obtained for the relative energy (zero: lowest compared OMol25 entry of this formula, charge and spin) is 116.66 kcal/mol.

Structure (XYZ):
```
15
Properties=species:S:1:pos:R:3:forces:R:3
C 1.380 1.486 0.899 1.97 0.19 1.55
C 0.514 0.859 1.697 -1.95 -1.23 1.37
C -0.835 0.220 1.350 -0.64 0.60 0.71
C -0.475 -1.113 -1.916 -1.68 -4.59 1.40
C 0.790 -0.917 -1.188 2.31 3.47 0.27
H 2.428 1.734 1.296 -1.80 -0.16 -0.41
H 1.218 1.822 -0.109 -0.38 -0.41 -0.26
H 0.602 0.641 2.834 0.86 0.67 -2.04
H -1.662 0.207 2.219 2.14 -0.29 -2.01
H -0.666 -0.956 -2.963 0.47 1.15 -0.21
H -0.951 -2.205 -1.772 0.66 2.53 0.50
H 1.318 -1.441 -0.276 -1.63 0.53 -2.27
H 1.515 -0.174 -1.794 -1.29 -1.90 1.76
N -1.208 -0.304 0.235 -1.56 0.07 2.16
N -0.512 -0.101 -0.875 2.50 -0.63 -2.51
```
Forces are in eV/Å.

=====

5.
# C5H8N2

The molecule C5H8N2 at a distorted geometry (the ωB97M-V functional and the def2-TZVPD basis, the Open Molecules 2025 dataset).

Its largest force on an atom is 0.050 Eh/bohr. The value obtained for the orbital gap is 7.4 eV. The value obtained for the relative energy (zero: lowest compared OMol25 entry of this formula, charge and spin) is 153.87 kcal/mol.

Structure (XYZ):
```
15
Properties=species:S:1:pos:R:3:forces:R:3
C -1.435 -1.002 0.234 0.08 -0.05 -0.17
N 1.680 -0.395 0.813 -0.02 -0.07 0.29
N 1.579 0.737 -0.084 -1.30 -2.11 -0.50
C 1.051 -0.839 -0.383 1.21 2.25 -0.17
C -0.346 -0.345 -0.608 -0.11 0.47 0.68
C -0.019 1.123 -0.191 -0.33 -0.23 -0.16
C -0.442 2.293 0.068 0.51 0.24 0.39
H 1.028 -0.241 1.585 -0.06 0.04 -0.13
H 2.441 1.262 -0.245 0.07 -0.27 -0.11
H 1.627 -1.449 -1.065 0.10 -0.02 0.12
H -0.596 -0.384 -1.670 0.05 -0.03 0.05
H -2.341 -0.397 0.176 0.04 -0.04 0.02
H -1.656 -2.008 -0.123 -0.09 0.00 -0.01
H -1.148 -1.072 1.285 0.01 0.07 -0.01
H -1.422 2.715 0.209 -0.16 -0.25 -0.29
```
Forces are in eV/Å.

=====

6.
# C5H8N2

A structure of composition C5H8N2 at a distorted geometry (the ωB97M-V functional and the def2-TZVPD basis, the Open Molecules 2025 dataset).

Its largest force on an atom is 0.076 Eh/bohr. The value obtained for the orbital gap is 9.4 eV. The value obtained for the relative energy (zero: lowest compared OMol25 entry of this formula, charge and spin) is 103.62 kcal/mol.

Structure (XYZ):
```
15
Properties=species:S:1:pos:R:3:forces:R:3
C -1.810 -0.978 0.701 -0.08 0.10 -0.09
C -0.625 -0.466 -0.089 0.18 -0.35 0.06
C -0.333 0.916 -0.546 1.07 -0.15 -0.10
N 0.249 0.461 0.632 -0.06 -0.14 0.59
C 1.699 0.302 0.568 0.22 -0.09 -0.08
C 2.185 0.338 -0.890 -0.62 0.35 -0.41
N 1.198 0.721 -1.583 -3.11 0.59 2.34
H -2.198 -0.212 1.377 0.07 -0.06 -0.15
H -1.496 -1.835 1.313 -0.03 0.20 -0.13
H -2.619 -1.318 0.047 0.08 0.06 0.03
H -0.160 -1.215 -0.734 0.08 0.02 0.24
H 0.785 0.974 -2.443 1.30 -0.11 -1.46
H -1.041 1.768 -0.528 0.83 -0.33 -0.55
H 2.175 1.155 1.075 0.00 -0.21 -0.09
H 1.990 -0.609 1.100 0.07 0.12 -0.18
```
Forces are in eV/Å.

=====

7.
# C5H8N2

The molecule C5H8N2 (the ωB97M-V functional and the def2-TZVPD basis, the Open Molecules 2025 dataset).

Its largest force on an atom is 0.016 Eh/bohr. The value obtained for the orbital gap (spin up / spin down) is 7.5 / 7.5 eV. The value obtained for the relative energy (zero: lowest compared OMol25 entry of this formula, charge and spin) is 52.53 kcal/mol.

Structure (XYZ):
```
15
Properties=species:S:1:pos:R:3:forces:R:3
C -0.605 2.167 0.234 -0.18 0.06 0.00
C 0.399 1.139 -0.078 -0.11 0.10 -0.18
N 0.164 -0.143 -0.014 0.11 0.33 -0.16
C -0.954 -0.909 0.098 0.04 0.13 0.41
C -0.511 -2.253 -0.055 0.09 -0.11 0.02
N 0.769 -2.412 -0.221 -0.24 0.23 -0.29
C 1.309 -1.081 -0.160 0.20 0.10 -0.01
H -0.163 3.166 0.169 -0.10 -0.20 0.06
H -1.446 2.125 -0.462 -0.24 0.05 0.02
H -0.981 2.005 1.247 -0.22 0.14 0.03
H 1.821 -0.685 -1.037 0.32 -0.74 -0.24
H 1.331 1.434 -0.522 0.44 -0.10 0.28
H -1.937 -0.477 0.168 0.03 -0.08 0.03
H -1.181 -3.110 -0.058 0.10 0.12 0.02
H 1.984 -0.966 0.693 -0.23 0.00 0.02
```
Forces are in eV/Å.

=====

8.
# C5H8N2

The molecule C5H8N2 (the ωB97M-V functional and the def2-TZVPD basis, the Open Molecules 2025 dataset).

Its largest force on an atom is 0.014 Eh/bohr. The value obtained for the orbital gap is 10.0 eV. The structure (SMILES) is CCn1ccnc1. The value obtained for the relative energy (zero: lowest compared OMol25 entry of this formula, charge and spin) is 23.67 kcal/mol.

Structure (XYZ):
```
15
Properties=species:S:1:pos:R:3:forces:R:3
C 0.329 -0.729 -1.554 0.07 -0.09 -0.06
C 0.505 0.694 -0.974 0.20 0.32 -0.11
N -0.128 0.908 0.354 -0.05 -0.42 -0.03
C 0.514 0.510 1.539 -0.07 -0.36 -0.05
C -0.293 -0.423 2.102 -0.02 0.14 0.38
N -1.446 -0.630 1.341 -0.08 0.65 0.34
C -1.320 0.223 0.377 -0.20 -0.33 -0.28
H 0.542 -0.671 -2.623 0.26 -0.14 0.06
H 1.008 -1.440 -1.074 0.07 0.17 -0.13
H -0.664 -1.196 -1.473 0.22 0.58 0.08
H 0.118 1.457 -1.656 -0.06 -0.18 0.02
H 1.574 0.880 -0.861 -0.07 0.13 -0.03
H 1.392 1.011 1.942 -0.11 -0.35 -0.44
H -0.162 -0.932 3.046 -0.01 0.05 -0.04
H -1.968 0.336 -0.486 -0.16 -0.17 0.31
```
Forces are in eV/Å.

=====

> Which value of relative energy (zero: lowest compared OMol25 entry of this formula, charge and spin) does entry 1 give?

12.83 kcal/mol

=====

> Among the records above, which one has the highest relative energy (zero: lowest compared OMol25 entry of this formula, charge and spin)?

number 5

=====

> Which of these has the lowest relative energy (zero: lowest compared OMol25 entry of this formula, charge and spin)?

number 1